{
  "formula": "H2NO5PS",
  "method": "ωB97M-V/def2-TZVPD",
  "symbols": ["N", "P", "O", "O", "S", "O", "O", "O", "H", "H"],
  "coordinates": [[-0.4461, -0.5120, -0.0262], [1.0396, -1.3980, 0.0347], [1.3351, -1.9753, -1.2959], [1.1950, -2.2012, 1.2985], [2.1282, 0.5759, 0.0000], [3.6035, 0.4459, -0.0398], [1.6406, 1.3077, 1.2085], [1.4428, 1.1629, -1.2209], [0.0291, 0.0021, -0.6911], [-0.3982, 0.1164, 0.7652]],
  "forces_ev_per_a": [[-0.38, -2.40, 1.63], [0.39, -0.51, 1.54], [-0.14, -0.45, -0.54], [-0.04, 0.54, -0.45], [-0.66, 0.30, 0.17], [-0.82, 0.35, -0.37], [0.52, -0.23, -0.37], [1.56, -0.30, 0.88], [-0.30, 2.66, -2.93], [-0.12, 0.04, 0.45]],
  "nbo_charge": [-1.202, 2.035, -1.181, -1.181, 1.971, -1.039, -1.085, -1.076, 0.382, 0.375],
  "smiles": "N[P@](=O)([O-])S(=O)(=O)[O-]",
  "homo_ev": -0.50,
  "molar_mass_g_mol": 159.1,
  "total_charge": -2,
  "e_tot_ha": -1171.798372,
  "lumo_ev": 6.712
}